{"formula": "C56H100N4O20S10", "method": "the ωB97M-V functional and the def2-TZVPD basis", "e_tot_ha": -7899.0772, "e_lumo_ev": -0.054, "homo_ev": -8.2, "symbols": ["H", "N", "S", "H", "S", "S", "C", "H", "C", "C", "C", "C", "H", "H", "H", "H", "H", "H", "H", "O", "H", "S", "S", "C", "C", "H", "H", "H", "H", "H", "H", "C", "H", "C", "S", "O", "H", "H", "H", "C", "O", "C", "C", "H", "H", "H", "H", "C", "O", "H", "H", "C", "H", "H", "C", "H", "C", "O", "H", "H", "O", "C", "C", "S", "H", "C", "C", "H", "C", "H", "H", "C", "H", "H", "H", "O", "H", "H", "H", "S", "C", "H", "O", "C", "H", "C", "H", "C", "O", "C", "H", "S", "C", "H", "H", "H", "H", "C", "O", "N", "O", "H", "H", "H", "H", "O", "H", "C", "C", "C", "C", "O", "N", "H", "C", "H", "H", "C", "O", "O", "C", "C", "H", "H", "H", "H", "H", "C", "H", "O", "H", "C", "H", "C", "C", "H", "C", "H", "C", "H", "H", "H", "C", "O", "O", "H", "H", "H", "H", "C", "H", "H", "H", "O", "H", "H", "H", "H", "H", "N", "H", "H", "H", "C", "H", "H", "H", "S", "H", "H", "C", "C", "H", "H", "C", "C", "C", "C", "H", "H", "H", "H", "C", "H", "C", "C", "H", "C", "H", "O"], "xyz": [[4.527, -2.220, 2.210], [6.300, 3.675, -2.401], [-0.670, 1.344, 0.550], [-2.497, -7.296, -2.401], [-5.233, 4.057, 0.749], [1.648, 6.239, -2.212], [-1.793, -6.829, -0.496], [-1.272, 5.786, -1.051], [-3.253, -2.557, -5.066], [3.646, -3.013, 0.338], [3.868, -2.246, -6.963], [3.285, 2.394, 2.050], [-5.958, 1.814, 0.513], [-6.463, 4.313, 2.803], [0.945, 4.687, -4.040], [3.717, 0.675, -4.661], [-1.170, -0.003, -4.082], [-8.169, 2.441, -5.747], [4.932, 0.641, 0.672], [1.332, 7.660, -2.107], [4.003, -2.514, -1.800], [-6.378, 1.339, -2.690], [5.087, -0.346, 9.114], [-5.516, -3.812, 0.632], [-5.945, -4.282, -0.620], [5.282, -4.515, -1.005], [2.600, 1.172, 7.454], [-4.238, 1.856, 0.534], [-4.779, 3.180, 4.386], [-4.697, -2.018, 1.397], [-8.863, 2.554, -4.151], [5.276, 0.749, 1.701], [-5.027, 5.474, 2.837], [3.491, 0.554, 9.373], [6.225, -3.477, 0.839], [-2.037, -2.681, -7.447], [-7.897, 0.140, -4.301], [-0.093, -2.418, -4.532], [4.241, -3.894, 2.236], [-0.098, 2.779, 4.171], [4.367, 0.894, 4.223], [4.067, 0.128, -5.537], [-3.097, -0.907, 7.003], [-2.940, -2.783, 7.884], [4.988, 0.700, -2.390], [-0.075, 3.576, -2.673], [1.437, 1.192, 4.739], [4.683, -0.942, 7.478], [2.837, -0.235, 2.319], [2.946, -0.867, 6.219], [2.221, 2.950, 6.377], [0.735, 4.287, 5.606], [-1.190, -2.133, 1.905], [-0.850, 4.292, -0.350], [-6.465, 3.221, -2.906], [0.035, 6.237, -3.923], [4.521, 3.073, 1.454], [0.720, -5.840, 0.175], [-1.566, 4.556, -2.966], [6.647, 2.456, 1.075], [-3.948, 4.510, 0.301], [-5.406, 4.481, 2.597], [4.500, -2.557, -0.831], [-0.343, -5.679, -0.837], [3.595, 1.304, -7.365], [6.966, 1.555, -2.060], [0.967, 2.152, 4.891], [2.923, -2.230, 0.566], [-0.633, -1.851, -5.291], [-4.086, -3.654, 5.772], [-4.681, -1.326, -1.182], [0.932, 5.379, -0.706], [-2.719, -0.727, 0.530], [6.106, 2.468, 2.739], [7.634, 0.711, -1.968], [2.602, -1.921, -4.614], [3.261, -3.141, -7.100], [-3.788, -1.954, -5.799], [-5.506, 3.684, -2.673], [3.801, 0.774, 2.847], [-5.168, -2.180, -0.734], [-7.137, 3.517, -2.100], [3.032, 5.773, -2.415], [-1.143, 0.051, -0.690], [2.611, 2.920, 2.727], [2.590, 0.245, 8.028], [3.023, -3.863, 0.062], [-1.777, -7.758, -1.726], [-7.277, 1.035, -1.587], [-0.548, 4.552, -2.575], [-2.578, -2.028, -3.110], [-1.762, -3.142, -6.078], [3.174, -0.909, 7.284], [4.876, -2.582, -7.207], [-0.688, 2.428, 3.337], [-1.378, 0.239, 2.668], [2.569, 2.098, 1.284], [-0.521, 4.998, -1.112], [6.249, 0.483, 9.000], [-3.256, -2.269, 7.073], [5.128, -1.523, 10.001], [-7.533, 4.496, -4.126], [3.659, 1.600, 9.627], [-6.495, -5.166, -0.907], [4.255, 3.405, -2.750], [5.172, -2.073, -4.504], [2.356, 0.378, -6.707], [-1.797, -1.099, 0.082], [-5.114, 2.220, 1.070], [-1.573, -0.795, -4.713], [5.688, -3.513, -0.865], [-1.910, 2.214, 0.727], [1.531, 3.105, 5.656], [8.357, 3.309, -1.843], [-7.290, 1.045, -4.293], [4.974, -0.151, 6.788], [5.156, 0.164, -5.559], [-3.883, -2.605, 5.933], [0.561, 1.982, 0.036], [6.658, -4.849, 1.242], [7.387, 2.881, -2.050], [3.429, 0.336, -6.890], [1.116, 5.935, 0.214], [-2.195, -8.757, -1.601], [1.518, 4.460, -0.717], [-4.643, -1.471, 4.076], [0.030, -1.460, -6.062], [-0.340, -7.877, -2.204], [4.625, 4.034, 1.957], [-6.486, 4.396, -0.012], [-2.053, -1.932, -0.572], [-4.657, 3.325, 3.312], [2.864, -1.837, 7.765], [-0.535, -0.019, 2.027], [-7.035, 3.535, -4.253], [3.141, 0.065, 10.282], [0.126, -6.386, -2.481], [0.151, -8.400, -1.383], [-4.184, -1.523, 5.052], [-1.167, 4.641, 4.428], [-1.654, -7.494, 0.357], [1.549, 0.052, 8.286], [5.805, 2.214, 1.723], [7.149, -2.318, 0.958], [-0.841, -4.354, -1.207], [-3.598, -0.773, -3.841], [6.588, -3.497, -1.480], [2.999, -0.838, -8.466], [-1.938, -0.222, -5.566], [3.806, -0.882, -7.735], [1.201, -6.211, -2.508], [-0.595, -5.957, -3.177], [-1.601, 0.492, -1.575], [-5.010, 0.787, -2.920], [-3.929, 0.556, 5.413], [4.740, -1.493, -0.845], [0.382, 0.077, 2.608], [-2.707, -6.237, -0.547], [-4.328, 1.286, 2.868], [-5.742, -3.215, -1.511], [0.155, -1.996, 0.954], [-6.148, 3.609, -4.882], [-5.743, -4.276, 1.580], [-2.811, -1.501, -4.035], [-5.848, -3.209, -2.516], [5.260, -1.850, 7.303], [5.934, -0.105, 1.864], [3.888, -1.698, -5.196], [-3.580, 3.479, 3.251], [4.336, 3.203, 0.388], [-0.323, 4.033, 4.721], [5.165, 2.859, -2.547], [-0.183, -0.291, -1.076], [-6.436, 0.918, -4.959], [-3.774, -0.440, 5.802], [-5.156, -2.558, 0.583], [4.542, -3.094, 1.559], [-0.731, -1.420, 1.221], [0.834, 5.015, 6.398], [-0.287, -8.389, -3.164], [6.312, 4.682, -2.476], [-6.119, 1.718, 2.957], [-7.928, 2.384, -4.686], [-4.052, -3.261, -4.832], [0.479, 5.409, -3.370], [-5.119, 1.997, 2.628], [4.813, -0.817, -8.146], [5.621, 1.574, -2.421], [-2.480, -0.390, 7.724], [-1.338, -4.491, -5.691]], "atomic_forces_ev_per_a": [[0.4, 0.3, -0.6], [0.1, -1.2, 0.7], [-2.2, 0.0, -1.0], [0.5, 0.0, -0.8], [-2.2, -0.6, 1.1], [-0.2, -0.9, 1.7], [0.6, -0.6, -0.8], [0.5, 0.6, 0.4], [-0.5, 1.1, -1.3], [-0.9, 1.6, -0.2], [1.4, 0.9, 0.8], [-0.9, -1.0, 0.7], [-0.3, -0.1, 0.4], [-0.1, 0.6, -0.1], [0.6, 0.7, -0.1], [-0.2, -0.1, -0.2], [0.6, -0.5, 0.3], [0.1, -0.2, 0.0], [-0.7, -0.4, 0.0], [0.4, -1.1, -0.6], [-0.5, -0.9, 0.0], [-0.3, 1.1, -2.3], [-0.7, -2.0, -0.1], [-3.4, -5.8, 0.3], [0.3, 1.3, 0.0], [-0.1, -0.2, 0.1], [0.1, -0.1, -0.2], [0.3, 0.3, 0.4], [-0.7, 0.6, 0.1], [-0.2, 0.3, -0.1], [-0.3, -0.4, 0.0], [0.1, 0.6, -0.3], [-0.2, -0.1, -0.3], [-0.3, -1.0, -0.8], [1.5, -0.9, 0.9], [0.6, -1.3, 1.2], [-0.1, 0.3, 0.3], [0.2, 0.2, 0.0], [0.4, -0.4, -0.2], [0.8, -1.8, 0.8], [-1.9, -0.6, -1.9], [0.9, -1.2, 0.2], [-1.3, 1.6, -1.5], [-0.3, -0.4, -0.6], [-0.1, 0.0, -0.3], [-0.7, -0.5, 0.3], [0.0, 0.0, 0.0], [0.1, 1.6, -0.8], [1.0, 0.9, 2.1], [-0.2, -0.3, 0.1], [-0.1, 0.0, -0.3], [-0.4, -1.6, 0.1], [-0.3, 0.2, 0.4], [-0.2, -0.5, -0.5], [0.2, -1.1, 1.8], [0.0, -0.1, -0.1], [0.3, 0.0, 0.6], [-1.6, 0.2, -1.4], [0.2, 0.0, -0.2], [-0.3, -0.4, -0.3], [0.2, 0.5, -0.5], [0.1, -1.4, -0.2], [0.2, 0.7, -1.9], [0.2, 0.4, -0.4], [0.7, -0.2, -0.1], [1.5, 1.4, -0.3], [-1.1, 0.7, -2.4], [-0.2, 0.1, -0.1], [-0.5, -0.8, 0.2], [-0.1, 0.0, -0.1], [-0.5, 0.1, -0.2], [-0.1, 0.0, -1.9], [-0.1, -0.2, 0.2], [0.3, -0.1, 0.1], [-0.3, 0.0, 0.3], [-0.8, -0.6, 0.5], [-0.8, 0.7, -0.1], [0.2, 0.0, -0.6], [0.1, -0.2, -0.2], [1.8, 0.7, -2.7], [-0.4, 0.0, -1.6], [0.0, -0.2, 0.0], [-1.5, 0.7, -0.1], [1.0, 0.0, 0.2], [0.6, 0.5, 0.4], [0.8, 1.6, 2.2], [0.5, -0.5, 0.4], [-0.8, 0.4, -0.4], [1.3, -0.5, -0.2], [1.5, -0.1, 0.6], [0.4, 0.3, 0.2], [-0.7, 1.8, 1.3], [0.8, -1.9, 0.6], [0.0, -0.3, 0.6], [0.1, -0.5, 0.2], [-0.2, -0.2, -0.3], [0.3, -0.5, -0.1], [0.1, 0.7, 0.8], [0.1, 0.7, 0.4], [0.2, 2.7, -1.0], [-0.3, 1.7, -0.8], [-0.1, -0.1, -0.6], [0.1, 0.0, -0.5], [0.2, 0.1, 0.0], [-0.3, -0.6, 0.0], [-3.1, 0.2, -1.3], [-0.3, -0.4, -0.2], [1.4, 0.7, 0.3], [-0.7, 0.6, -0.1], [-1.2, -0.3, 0.0], [-0.3, -0.7, 0.7], [3.1, -1.9, 0.3], [-1.5, 1.9, 0.8], [-0.1, 0.0, -0.1], [1.2, 0.8, 0.0], [1.0, 0.0, 0.1], [0.1, 0.5, -0.1], [-1.2, -2.3, -2.4], [-1.2, -0.6, 1.3], [-0.7, 2.7, -0.5], [-0.8, 0.0, -0.5], [-0.4, -0.1, 1.4], [-0.2, 0.1, -0.3], [0.0, 0.0, 0.7], [0.0, -0.1, 0.3], [-0.1, -0.5, 0.2], [0.0, -0.2, 0.1], [-0.2, 1.2, -1.3], [0.2, 0.2, -0.4], [2.7, -0.6, 1.7], [0.3, -0.1, 0.2], [0.0, -0.2, -0.8], [-0.8, -0.1, -0.4], [0.1, -0.4, -2.1], [1.4, -0.4, 0.0], [-0.4, -0.1, -0.2], [-0.7, -1.9, 3.1], [0.8, 0.1, -0.4], [0.6, -2.1, 2.8], [0.3, 0.4, 0.2], [0.1, 0.9, 0.5], [0.1, 0.1, 0.2], [-1.2, -0.3, 1.2], [-1.5, -1.7, 0.3], [0.1, -0.5, 1.1], [0.0, -0.1, 0.0], [-0.3, 0.9, -0.1], [0.6, -0.7, -0.7], [-0.4, 0.0, -0.2], [-1.3, -0.3, -0.6], [-0.2, 0.1, -0.7], [0.7, 0.3, -0.3], [-0.7, 0.3, 0.5], [-2.1, 0.7, 1.2], [0.5, 0.3, 0.6], [0.7, 0.1, 1.0], [0.2, 0.1, -0.5], [0.2, 0.1, 0.7], [-0.5, -0.5, 0.0], [1.2, 0.3, 2.5], [0.3, 0.9, -0.6], [-0.3, 0.3, -0.6], [0.2, -0.7, -0.1], [1.0, -0.7, -0.6], [0.0, 0.0, 0.4], [-0.4, 0.0, -0.1], [0.2, 0.3, 0.5], [3.6, 1.1, 0.3], [0.1, -0.2, -0.6], [0.2, 0.1, 0.0], [1.5, 0.8, 0.7], [1.8, 1.6, -0.3], [0.3, -0.1, 0.2], [0.0, -0.4, -0.2], [2.1, 0.6, 2.0], [2.6, 4.4, -1.1], [0.5, -1.2, 0.3], [-1.8, 1.2, 0.9], [0.2, 0.2, -0.3], [0.2, -0.5, 0.3], [-0.1, -0.3, 0.1], [0.2, -0.2, 0.1], [-1.0, 0.1, 0.5], [0.8, -0.7, 0.6], [-0.6, 0.3, -0.3], [1.1, 1.2, -1.3], [-0.4, 0.6, -0.4], [-1.9, -0.8, 0.6], [-0.4, 0.1, 0.0], [-0.5, 1.3, -0.9]], "lowdin_charge": [0.08, 0.02, 0.79, 0.11, 0.74, 0.72, -0.18, 0.11, -0.21, -0.22, -0.18, -0.20, 0.07, 0.09, 0.09, 0.09, 0.10, 0.12, 0.09, -0.34, 0.10, 0.75, 0.68, -0.16, -0.10, 0.11, 0.08, 0.07, 0.11, 0.10, 0.12, -0.20, 0.10, -0.16, 0.75, -0.36, 0.10, 0.09, 0.10, -0.11, -0.36, -0.21, -0.12, 0.16, 0.08, 0.10, 0.09, -0.24, -0.39, 0.11, 0.13, -0.09, 0.10, 0.08, -0.21, 0.09, -0.19, -0.35, 0.12, 0.11, -0.34, -0.18, -0.23, 0.71, 0.12, -0.11, -0.14, 0.10, -0.20, 0.10, 0.09, -0.18, 0.09, 0.10, 0.10, -0.34, 0.10, 0.08, 0.10, 0.77, -0.11, 0.08, -0.38, -0.24, 0.09, -0.17, 0.11, -0.26, -0.34, -0.20, 0.10, 0.75, -0.24, 0.09, 0.06, 0.07, 0.06, -0.22, -0.32, 0.01, -0.35, 0.13, 0.09, 0.10, 0.09, -0.37, 0.11, -0.21, -0.19, -0.20, -0.22, -0.40, 0.01, 0.10, -0.20, 0.09, 0.10, -0.17, -0.37, -0.37, -0.12, -0.23, 0.11, 0.11, 0.08, 0.08, 0.09, -0.21, 0.11, -0.38, 0.09, -0.22, 0.12, -0.10, -0.23, 0.08, -0.17, 0.12, -0.10, 0.09, 0.10, 0.11, -0.18, -0.36, -0.37, 0.08, 0.11, 0.11, 0.11, -0.20, 0.10, 0.09, 0.09, -0.39, 0.07, 0.10, 0.05, 0.09, 0.09, 0.04, 0.10, 0.12, 0.10, -0.20, 0.13, 0.12, 0.09, 0.72, 0.10, 0.10, -0.11, -0.11, 0.10, 0.09, -0.12, -0.16, -0.18, -0.15, 0.10, 0.11, 0.14, 0.11, -0.22, 0.09, -0.21, -0.18, 0.11, -0.15, 0.09, -0.36]}